ORCA calculation (wB97M-V/def2-TZVPD) on C8H6ClI2NO as an isolated structure at a distorted geometry.

Values from the calculation:
HOMO-LUMO gap (alpha / beta) = 7.23 / 7.31 eV
HOMO level (alpha / beta) = -7.553 / -9.261 eV
lowest unoccupied orbital energy (alpha / beta) = -0.32 / -1.95 eV
ΔE to the lowest compared entry with this formula, charge and spin = 12.2 kcal/mol
⟨S²⟩ = 2.02

```
! RIJCOSX wB97M-V def2-TZVPD def2/J DEFGRID3
* xyz 0 3
C 0.68 1.30 -1.06
C -0.62 1.61 -1.41
C -0.15 -0.45 0.38
C 0.95 0.27 -0.14
C -1.59 0.92 -0.69
C 2.34 -0.09 0.29
C 2.51 -0.80 1.58
C -4.28 -0.90 -0.62
N -1.43 -0.14 0.13
O 3.29 0.24 -0.38
Cl -3.23 1.35 -0.69
I -4.04 -1.47 1.34
I -3.16 -2.01 -2.05
H 1.42 1.97 -1.48
H -0.69 2.37 -2.09
H -0.03 -1.51 0.87
H 1.83 -0.42 2.45
H 3.54 -0.36 1.95
H 2.67 -1.88 1.61
*
```



ORCA calculation (wB97M-V/def2-TZVPD) on a 2-piece molecular cluster, C8H6F4O overall at a distorted geometry.

Values from the calculation:
HOMO-LUMO gap (alpha / beta) = 9.08 / 9.08 eV
HOMO level (alpha / beta) = -9.902 / -9.901 eV
lowest unoccupied orbital energy (alpha / beta) = -0.82 / -0.82 eV
ΔE to the lowest compared entry with this formula, charge and spin = 45.6 kcal/mol

```
! RIJCOSX wB97M-V def2-TZVPD def2/J DEFGRID3
* xyz 0 1
C -0.18 2.84 0.12
C 1.11 2.33 0.25
C -1.28 2.01 -0.19
C 1.16 0.94 0.22
C -1.16 0.64 -0.18
C 0.06 0.06 0.10
C 0.36 -1.35 0.17
C -0.04 -2.37 -0.86
O -0.75 -2.07 1.68
F 1.54 -1.65 0.68
F 0.64 -2.28 -2.05
F 0.13 -3.64 -0.44
F -1.29 -2.24 -1.16
H -0.10 3.95 0.18
H 2.11 2.92 0.16
H -2.25 2.42 -0.36
H 2.16 0.49 0.26
H -1.82 -0.09 -0.57
H -0.39 -2.90 1.98
*
```



ORCA calculation (wB97M-V/def2-TZVPD) on a 2-piece molecular cluster, C8H6NO3S overall at a distorted geometry.

Values from the calculation:
HOMO-LUMO gap = 7.71 eV
HOMO level = -4.268 eV
lowest unoccupied orbital energy = 3.44 eV
ΔE to the lowest compared entry with this formula, charge and spin = 0.0 kcal/mol

```
! RIJCOSX wB97M-V def2-TZVPD def2/J DEFGRID3
* xyz -1 1
C 1.72 0.28 -0.35
C 1.05 0.25 -1.60
C 1.01 0.73 0.80
C -0.34 0.19 -1.56
C -0.93 -2.61 0.91
C -2.59 0.36 -0.57
C -0.39 0.72 0.79
C -1.08 0.50 -0.44
N -1.15 -2.18 2.00
O -3.09 0.20 -1.67
O -0.78 -3.07 -0.13
O -3.31 0.64 0.45
S -1.12 0.93 2.34
H 2.72 -0.06 -0.36
H 1.50 -0.37 -2.44
H 1.51 0.78 1.73
H -1.03 -0.28 -2.26
H -2.69 0.78 1.27
H -1.01 -1.21 2.32
*
```



ORCA calculation (wB97M-V/def2-TZVPD) on C8H7Br6NO2 as an isolated structure at a distorted geometry.

Values from the calculation:
HOMO-LUMO gap = 9.55 eV
HOMO level = -10.152 eV
lowest unoccupied orbital energy = -0.60 eV
ΔE to the lowest compared entry with this formula, charge and spin = 6.1 kcal/mol

```
! RIJCOSX wB97M-V def2-TZVPD def2/J DEFGRID3
* xyz 0 1
C -2.77 -1.83 -1.81
Br -1.88 -0.79 -3.21
Br -3.44 -3.51 -2.44
Br -4.13 -0.77 -0.84
H -1.99 -2.00 -1.08
C -1.23 3.04 -2.08
Br 0.70 3.06 -1.95
Br -1.91 4.68 -2.86
Br -2.02 2.66 -0.34
H -1.52 2.24 -2.73
C 0.94 -0.41 -0.46
C -0.01 -0.66 0.51
C 0.39 -0.85 1.84
C 1.70 -0.60 2.19
C 2.62 -0.13 1.26
C 2.24 -0.07 -0.06
N 2.06 -0.79 3.59
O 2.89 -0.06 4.09
O 1.50 -1.70 4.19
H 0.68 -0.28 -1.50
H -1.07 -0.62 0.30
H -0.37 -1.02 2.59
H 3.62 0.15 1.54
H 3.02 0.25 -0.73
*
```



ORCA calculation (wB97M-V/def2-TZVPD) on C8H7Br6NO2 as an isolated structure at a distorted geometry.

Values from the calculation:
HOMO-LUMO gap = 9.46 eV
HOMO level = -10.161 eV
lowest unoccupied orbital energy = -0.70 eV
ΔE to the lowest compared entry with this formula, charge and spin = 24.4 kcal/mol

```
! RIJCOSX wB97M-V def2-TZVPD def2/J DEFGRID3
* xyz 0 1
C 2.89 -0.16 5.83
Br 3.76 0.12 4.13
Br 3.18 -2.01 6.62
Br 0.91 0.27 5.73
H 3.26 0.60 6.51
C 0.83 3.92 1.39
Br 1.41 5.20 2.73
Br 1.80 4.07 -0.31
Br -1.11 4.22 1.03
H 0.96 2.96 1.88
C -1.60 -1.51 -4.41
C -2.33 -0.68 -3.61
C -2.15 -0.64 -2.23
C -1.18 -1.36 -1.64
C -0.41 -2.23 -2.43
C -0.59 -2.27 -3.81
N -1.00 -1.30 -0.19
O -1.65 -0.46 0.44
O -0.13 -2.02 0.32
H -1.74 -1.36 -5.47
H -3.00 -0.08 -4.21
H -2.71 0.12 -1.70
H 0.57 -2.55 -2.14
H 0.05 -2.87 -4.46
*
```



ORCA calculation (wB97M-V/def2-TZVPD) on C8H7BrCdClF3N2O2S as an isolated structure at a distorted geometry.

Values from the calculation:
HOMO-LUMO gap = 4.26 eV
HOMO level = -16.648 eV
lowest unoccupied orbital energy = -12.39 eV
ΔE to the lowest compared entry with this formula, charge and spin = 17.7 kcal/mol

```
! RIJCOSX wB97M-V def2-TZVPD def2/J DEFGRID3
* xyz 2 1
C -1.92 -1.10 2.69
C -1.12 -1.06 1.39
Cl -0.07 -2.51 1.38
C -0.30 0.22 1.43
C 0.36 0.75 0.10
C 0.04 2.16 -0.02
N -0.35 3.25 -0.12
C 1.92 0.69 0.09
Br 2.66 1.84 1.47
C 2.44 -0.65 0.20
N 2.82 -1.74 0.17
S -0.32 -0.01 -1.41
O -1.70 0.27 -1.51
O -0.04 -1.49 -1.51
C 0.42 0.74 -3.03
F 1.22 -0.21 -3.72
F 1.08 1.80 -2.89
F -0.57 0.96 -3.81
H -2.67 -0.32 2.62
H -2.46 -2.03 2.77
H -1.30 -0.89 3.54
H -1.84 -1.11 0.59
H -0.90 1.02 1.85
H 0.52 0.06 2.10
H 2.32 1.09 -0.83
Cd -0.25 -1.72 -3.56
*
```



ORCA calculation (wB97M-V/def2-TZVPD) on C8H7CdNO4 as an isolated structure at a distorted geometry.

Values from the calculation:
HOMO-LUMO gap = 8.77 eV
HOMO level = -16.856 eV
lowest unoccupied orbital energy = -8.09 eV

```
! RIJCOSX wB97M-V def2-TZVPD def2/J DEFGRID3
* xyz 2 1
Cd 0.00 0.00 0.43
O -0.01 3.51 0.30
C 0.00 2.37 0.20
C 0.00 -2.37 0.19
O 0.01 -3.51 0.28
C 2.29 0.00 0.13
O 3.44 0.01 0.13
C -2.29 0.00 0.13
O -3.44 -0.01 0.13
C 0.00 0.67 -3.20
H -0.91 1.22 -3.01
H 0.91 1.22 -3.01
C 0.00 -0.67 -3.20
H 0.91 -1.22 -3.01
H -0.91 -1.22 -3.01
C 0.00 0.00 5.25
C 0.00 0.00 3.83
N 0.00 0.00 2.66
H 0.90 -0.52 5.62
H -0.90 -0.52 5.62
H 0.00 1.05 5.62
*
```



ORCA calculation (wB97M-V/def2-TZVPD) on C8H7Cl2F2OP as an isolated structure at a distorted geometry.

Values from the calculation:
HOMO-LUMO gap = 9.60 eV
HOMO level = -9.265 eV
lowest unoccupied orbital energy = 0.34 eV
ΔE to the lowest compared entry with this formula, charge and spin = 0.0 kcal/mol

```
! RIJCOSX wB97M-V def2-TZVPD def2/J DEFGRID3
* xyz 0 1
C -1.06 -2.58 -0.45
C -1.15 -1.97 0.83
C 0.02 -2.24 -1.32
C -0.40 -0.86 1.09
C 0.94 -1.32 -0.87
C 0.69 -0.57 0.27
C 1.58 0.55 0.55
C 0.84 2.08 -0.31
O -1.52 3.78 -0.39
F 1.63 3.15 0.02
F 0.90 2.01 -1.65
P -0.98 2.52 0.05
Cl -2.03 1.07 -0.84
Cl -1.30 2.44 2.04
H -1.90 -3.26 -0.61
H -1.96 -2.20 1.44
H 0.19 -2.64 -2.35
H -0.49 -0.47 2.13
H 1.98 -1.07 -1.29
H 2.61 0.74 0.19
H 1.40 0.86 1.48
*
```